# 1
A gas-phase ion, C16H20N6O (charge +2). Source: the OMol25 dataset; level of theory: ωB97M-V/def2-TZVPD.

Geometry as XYZ:
```
43
Properties=species:S:1:pos:R:3:forces:R:3
N -1.721102 1.151818 3.037529 0.0 -0.2 -0.3
C -2.503230 0.147182 3.112582 0.1 0.2 0.3
N -2.727937 -0.489649 4.342382 1.0 -0.4 -0.8
N -3.202197 -0.426056 2.030509 -1.1 0.1 0.4
C -3.956294 0.529550 1.159665 1.1 0.1 0.0
C -3.410729 0.561766 -0.257065 -0.6 -0.2 -0.2
C -3.523487 -0.733714 -1.057618 0.6 0.2 -0.1
C -2.567427 -1.844905 -0.630924 -0.3 -0.1 -0.4
N -1.158616 -1.372740 -0.733377 -0.1 -0.2 0.4
C -0.536755 -1.390566 -1.924867 -0.3 -0.1 0.2
C 0.742990 -0.927949 -2.062039 0.3 0.1 0.0
C 1.409414 -0.426952 -0.950212 0.2 0.1 0.1
C 2.794162 0.111915 -1.045238 -0.4 -0.2 -0.1
C 3.230296 0.719606 -2.218495 0.0 -0.2 0.3
C 4.501985 1.223356 -2.288188 -0.1 0.0 -0.2
N 5.319659 1.127394 -1.226306 0.6 0.5 -0.2
N 6.657069 1.626684 -1.340356 -0.9 -0.3 0.2
C 6.739061 2.851163 -1.078172 -0.3 -2.7 -0.6
O 6.922756 3.934484 -0.885253 0.5 2.8 0.6
C 4.935357 0.531628 -0.094492 0.1 -0.2 0.5
C 3.670665 0.015756 0.023297 0.0 0.0 -0.2
C 0.745244 -0.426482 0.264937 0.2 0.1 0.0
C -0.538212 -0.909217 0.358041 0.4 0.1 0.0
H -1.720661 1.528435 2.090022 0.0 0.2 0.1
H -2.640655 -1.497026 4.214184 -0.5 0.0 0.2
H -1.961342 -0.226463 4.954904 -0.3 0.2 0.3
H -3.881998 -1.073961 2.416867 0.1 -0.1 0.0
H -3.837300 1.525666 1.575838 -0.1 0.2 0.1
H -5.017009 0.310073 1.171010 -0.1 -0.3 0.0
H -3.982459 1.310276 -0.800778 0.0 0.2 -0.1
H -2.378278 0.908641 -0.278383 0.2 0.1 0.1
H -3.285513 -0.493404 -2.094637 0.0 0.0 -0.2
H -4.533052 -1.127191 -1.081284 -0.2 -0.1 0.2
H -2.736471 -2.197990 0.373701 0.1 0.1 0.3
H -2.666533 -2.698543 -1.292284 0.1 -0.1 -0.2
H -1.105857 -1.797885 -2.741017 -0.1 -0.1 -0.2
H 1.230411 -0.973442 -3.018647 0.0 -0.1 -0.3
H 2.567363 0.796694 -3.059068 0.0 0.2 -0.3
H 4.882840 1.706080 -3.171479 0.2 0.1 -0.1
H 5.631121 0.455518 0.724596 0.4 0.2 -0.1
H 3.404787 -0.476047 0.940306 0.0 -0.1 0.2
H 1.201346 -0.027177 1.153226 0.0 0.1 0.2
H -1.038057 -0.891326 1.311815 -0.5 -0.2 -0.1
```
Forces are in eV/Å.

Summary:
- total energy (eV) = -27888.3027
- total charge = +2
- lowest unoccupied orbital energy (Eh) = -0.2973
- gap between HOMO and LUMO (Ha) = 0.2316
- multiplicity = 1



# 2
A molecular structure, C16H20NOSY. Source: the OMol25 dataset; level of theory: ωB97M-V/def2-TZVPD.

Geometry as XYZ:
```
40
Properties=species:S:1:pos:R:3:forces:R:3
Y 0.002326 0.609167 0.361317 0.0 2.7 1.7
C -1.889187 2.125813 1.156234 -3.5 1.4 0.0
C -2.090004 1.796152 -0.209251 -0.7 1.4 -0.9
C -2.315126 0.419569 -0.286922 -0.9 -1.9 0.4
H -2.031843 2.524886 -1.074083 -0.2 -1.0 1.2
C -2.191399 -0.128051 1.057950 -1.4 -1.7 -2.3
C -1.952069 0.925311 1.906772 -0.4 1.4 2.6
H -1.781494 0.881649 3.032529 -0.3 0.0 -1.8
H -1.760715 3.210148 1.508917 -2.1 -2.4 -0.8
H -2.497523 -0.166765 -1.198686 0.1 0.4 0.5
H -2.283506 -1.199608 1.314015 0.0 0.8 -0.2
C 2.128258 1.287624 1.659178 1.9 1.7 0.0
C 1.149992 1.071467 2.666169 0.3 -0.2 2.9
C 0.710395 -0.251095 2.578531 -0.3 -1.0 1.7
H 0.769200 1.838039 3.449036 1.3 -2.2 -1.2
C 1.419753 -0.887322 1.545675 1.6 -0.7 -1.2
C 2.295890 0.124406 0.939689 0.8 -2.6 0.2
H 2.908764 -0.018655 0.027543 -0.4 0.1 0.8
H 2.566513 2.317797 1.378868 -0.7 -2.1 0.6
H -0.052015 -0.741834 3.244230 1.0 0.6 -0.9
H 1.329317 -1.933578 1.224476 0.1 0.6 0.2
O 0.356125 -0.401434 -1.404778 0.1 0.0 -1.6
C 0.345650 -1.764787 -1.890832 0.3 -0.6 -0.3
C -0.003857 -1.250251 -3.302137 0.1 -0.4 -0.2
C -0.696748 -2.614508 -1.189604 0.0 0.1 0.0
C 1.750537 -2.325740 -1.761199 0.0 -0.4 -0.1
C 0.174526 0.160887 -2.761156 0.0 0.0 0.0
H -1.030570 -1.480434 -3.585945 0.2 0.0 -0.1
H 0.714081 -1.542995 -4.068361 -0.2 0.0 0.0
H 1.096439 0.686373 -3.031739 -0.3 -0.1 -0.1
H -0.700520 0.830043 -2.799023 0.4 -0.2 0.0
H -0.715200 -3.603266 -1.662157 0.0 0.2 0.1
H -1.695165 -2.163362 -1.267741 0.2 -0.2 0.0
H -0.448231 -2.745661 -0.121845 -0.1 0.0 -0.3
H 1.904373 -3.063378 -2.556556 0.1 0.1 0.2
H 1.895234 -2.822485 -0.793622 0.1 0.1 -0.1
H 2.496554 -1.525399 -1.864742 -0.1 -0.2 -0.1
S 0.103485 2.850698 1.670256 3.4 4.1 -2.3
C 0.015139 4.002121 2.731438 0.1 1.2 -0.1
N 0.002622 4.968458 3.377558 -0.2 0.9 1.4
```
Forces are in eV/Å.

Summary:
- total energy (eV) = -32323.5020
- relative energy (zero: lowest compared OMol25 entry of this formula, charge and spin) (eV) = 9.302
- total charge = -2
- lowest unoccupied orbital energy (Eh) = 0.1670
- gap between HOMO and LUMO (Ha) = 0.0728
- multiplicity = 1



# 3
A molecular structure, C16H21B3ClF16NO6. Source: the OMol25 dataset; level of theory: ωB97M-V/def2-TZVPD.

Geometry as XYZ:
```
64
Properties=species:S:1:pos:R:3:forces:R:3
C -2.602337 0.220260 -0.767375 0.2 0.4 0.2
C -1.350485 1.040494 -1.042805 0.2 0.0 -0.5
Cl -1.681704 2.801867 -1.157982 -0.3 0.1 0.0
C -0.584159 0.535124 -2.278310 -0.2 -0.4 0.8
B 0.618836 -0.370782 -1.845560 0.4 1.0 -1.3
O 0.841158 -1.577384 -2.509061 -1.0 0.0 -0.1
B 0.438944 -2.538346 -1.610794 0.3 -0.5 -0.4
O 0.966084 -2.434303 -0.346690 -0.5 0.0 -0.1
B 1.732970 -1.296017 -0.145007 1.6 0.1 1.2
C 2.906360 -1.366564 0.894875 -0.6 -0.5 -0.1
C 2.416728 -0.990974 2.288000 0.2 0.1 -0.3
C 2.509443 0.486256 2.536242 -2.0 -3.5 3.4
N 2.094213 0.878757 3.792533 -0.8 0.3 0.5
O 2.879967 1.241930 1.758388 2.7 4.1 -4.4
O 1.465966 -0.120885 -0.792295 -0.7 -0.4 0.1
H -2.389086 -0.436494 0.057742 -0.1 -0.5 0.4
H -3.396758 0.877943 -0.462892 -0.5 0.1 0.1
H -2.907910 -0.383115 -1.605045 -0.2 -0.1 -0.4
H -0.729171 0.944614 -0.175320 0.5 0.3 0.4
H -1.267296 -0.114252 -2.801957 -0.2 -0.2 -0.6
H -0.313667 1.325550 -2.957497 0.3 0.4 -0.1
H -0.363528 -3.346553 -1.933208 0.1 -0.3 0.2
H 3.753404 -0.771422 0.606337 0.3 0.4 -0.1
H 3.233310 -2.392498 0.952982 0.2 -0.5 -0.1
H 2.983972 -1.494681 3.050884 0.2 -0.2 0.4
H 1.383068 -1.276460 2.425529 -0.4 -0.2 0.2
H 1.188644 0.478298 3.995274 0.1 -0.3 0.5
H 1.994449 1.883448 3.799363 0.1 0.2 0.1
C 3.219176 5.064695 0.566920 0.2 -0.1 0.8
C 2.055265 4.253789 -0.016760 -0.2 0.5 0.0
C 2.433294 3.243064 -1.096475 0.0 -0.5 -0.1
F 2.973230 3.862701 -2.173284 -0.4 -0.5 0.1
F 1.318340 2.591414 -1.504379 0.1 0.2 0.0
F 1.102182 5.095862 -0.475003 0.0 -0.1 0.0
F 1.504078 3.554637 1.011399 0.1 -0.1 0.0
O 3.404894 6.355550 0.020665 -0.1 -0.2 -0.5
C 4.145044 6.474275 -1.127741 0.3 -0.2 0.5
C 3.304753 7.041919 -2.268776 -0.2 0.2 -0.4
F 2.265698 6.225153 -2.535082 0.1 0.3 -0.1
F 4.064379 7.132115 -3.386062 0.1 0.0 0.1
F 4.713689 5.301106 -1.469870 0.4 0.5 -0.1
F 5.146920 7.346262 -0.870236 0.0 0.1 -0.2
H 2.967409 5.242257 1.610276 -0.2 0.1 0.0
H 4.146160 4.492800 0.582085 -0.1 -0.1 -0.2
H 3.142094 2.502764 -0.713969 0.0 0.1 0.1
H 2.923692 8.031834 -2.009125 0.1 0.0 0.1
C -2.527217 -4.877046 1.088637 0.8 -0.1 0.2
C -3.204765 -3.568138 1.518777 0.1 -0.1 -0.6
C -4.440617 -3.717747 2.402660 -0.3 0.2 0.3
F -5.414345 -4.392579 1.755005 0.0 0.4 0.4
F -4.919468 -2.487688 2.712620 0.1 -0.1 -0.1
F -3.495136 -2.832249 0.425183 0.0 0.1 0.1
F -2.282484 -2.863373 2.236178 0.0 -0.1 0.3
O -2.861530 -5.348963 -0.199290 -0.5 0.2 0.1
C -3.993566 -6.115086 -0.341684 0.5 -0.2 0.3
C -5.007139 -5.435063 -1.258696 -0.3 0.2 -0.3
F -5.378635 -4.245151 -0.741988 0.0 -0.2 -0.3
F -6.110335 -6.210418 -1.362828 0.1 0.0 0.0
F -4.533966 -6.418031 0.855307 0.0 -0.4 -0.4
F -3.618640 -7.277645 -0.918403 -0.2 0.0 -0.1
H -1.462131 -4.657352 1.030871 0.0 0.2 -0.1
H -2.626114 -5.654955 1.845144 -0.2 0.1 0.0
H -4.195087 -4.238587 3.332950 0.0 0.0 0.0
H -4.580539 -5.275936 -2.251376 0.1 -0.1 0.0
```
Forces are in eV/Å.

Summary:
- total energy (eV) = -88746.4343
- relative energy (zero: lowest compared OMol25 entry of this formula, charge and spin) (eV) = 0.000
- total charge = 0
- lowest unoccupied orbital energy (Eh) = 0.0094
- gap between HOMO and LUMO (Ha) = 0.3854
- multiplicity = 1



# 4
A molecular structure, C16H21Br24FO3. Source: the OMol25 dataset; level of theory: ωB97M-V/def2-TZVPD.

Geometry as XYZ:
```
65
Properties=species:S:1:pos:R:3:forces:R:3
C 0.851154 -1.231812 3.492775 -0.1 0.4 -0.5
C 0.478785 -0.229281 2.686345 1.5 -0.7 0.1
C 1.371412 0.983416 2.575340 -0.7 -0.6 -0.2
F 1.222500 1.544002 1.334449 0.3 0.2 -0.1
O 2.715996 0.711449 2.893368 0.3 0.0 -0.9
C 3.612169 0.868255 1.841856 1.2 1.4 -0.6
O 4.002085 1.966356 1.500960 -0.7 -1.3 0.8
C 4.133581 -0.369361 1.154329 0.1 -0.1 0.1
C 3.812894 -0.271965 -0.351284 -0.2 -0.5 0.9
C 4.092166 -1.599898 -1.055333 -0.6 0.4 -0.2
C 3.308695 -1.713617 -2.383276 0.8 -0.2 0.1
O 2.908932 -0.463621 -2.916836 -0.2 0.0 -0.2
H 0.145226 -1.758886 4.118128 -0.1 -1.0 -0.8
H 1.906129 -1.462767 3.520883 0.2 0.5 1.2
H -0.434912 -0.236066 2.128125 -0.5 0.7 0.4
H 1.007657 1.688961 3.323847 0.0 0.3 -0.1
H 3.755035 -1.290750 1.595811 -0.3 0.1 0.0
H 5.217249 -0.392188 1.272107 0.1 0.1 0.2
H 4.434612 0.515534 -0.766520 -0.1 0.2 -0.1
H 2.772797 0.036357 -0.432717 -0.1 -0.1 -0.3
H 3.800700 -2.455581 -0.442561 0.1 0.1 0.1
H 5.170692 -1.655494 -1.205993 0.0 -0.2 -0.2
H 2.401867 -2.298203 -2.264413 -0.2 0.1 0.2
H 3.942909 -2.261570 -3.086988 -0.1 0.0 -0.2
H 3.689724 0.060618 -3.105498 0.1 0.1 -0.1
C 0.740918 0.333399 -5.509656 -0.1 0.0 0.2
Br 1.066265 -1.417048 -6.246276 0.0 0.1 0.0
Br 1.986843 1.638907 -6.191934 -0.1 -0.1 0.0
Br -1.086365 0.886204 -5.764929 0.1 0.0 0.0
H 0.909108 0.263779 -4.443270 0.1 0.0 0.0
C -3.548939 1.076823 4.446913 -0.1 -0.1 0.0
Br -4.304309 0.616719 6.161786 0.0 0.0 -0.1
Br -3.095749 2.943397 4.347526 0.0 -0.1 0.0
Br -2.036994 -0.037327 3.995280 -0.9 0.5 0.6
H -4.315214 0.893497 3.707163 0.0 0.0 0.0
C 1.856155 0.043044 -9.702457 0.0 0.0 0.0
Br 2.186415 -1.709985 -10.434215 0.0 0.1 0.0
Br 3.098848 1.346878 -10.385643 -0.1 -0.1 0.0
Br 0.028336 0.595583 -9.960167 0.1 0.0 0.0
H 2.020628 -0.023392 -8.636205 0.0 0.0 0.0
C 5.055972 4.121890 4.307661 0.0 -0.1 -0.1
Br 4.688539 4.043952 6.197845 0.0 0.0 -0.1
Br 4.448124 5.774583 3.531096 0.0 -0.1 0.1
Br 6.917592 3.801363 3.930613 -0.1 0.0 0.0
H 4.495540 3.324781 3.838075 0.0 0.0 -0.1
C 5.163771 -5.794198 -0.080412 0.0 0.0 0.0
Br 5.180384 -4.350636 1.194160 0.1 -0.1 0.1
Br 3.377149 -6.437492 -0.397463 0.1 0.1 0.0
Br 6.047238 -5.299674 -1.718919 -0.1 0.0 0.1
H 5.725239 -6.608885 0.352717 0.0 0.0 0.0
C -7.533948 -1.001192 4.761995 0.0 0.0 0.1
Br -6.982534 -0.135551 3.131580 0.0 0.0 0.0
Br -8.562440 0.179708 5.881378 0.0 0.0 -0.1
Br -8.478888 -2.640186 4.409061 0.0 0.0 0.0
H -6.635394 -1.257318 5.305453 0.0 0.0 0.0
C -12.022852 -1.104641 4.066689 0.0 0.0 0.0
Br -11.473689 -0.234281 2.439806 0.0 0.0 0.1
Br -12.996514 0.091152 5.220232 0.0 0.0 -0.1
Br -13.010422 -2.719373 3.712259 0.0 0.1 0.0
H -11.122508 -1.391201 4.592083 0.0 0.0 0.0
C -3.713022 4.387220 -5.096423 0.1 0.0 0.0
Br -4.302489 2.921845 -6.198993 0.0 0.0 0.0
Br -3.439191 3.835402 -3.271624 0.0 0.0 -0.1
Br -2.147302 5.236170 -5.826570 0.0 -0.1 0.0
H -4.504353 5.122197 -5.093122 0.0 0.0 0.0
```
Forces are in eV/Å.

Summary:
- total energy (eV) = -1706807.4191
- total charge = 0
- lowest unoccupied orbital energy (Eh) = -0.0132
- gap between HOMO and LUMO (Ha) = 0.3419
- multiplicity = 1